{
  "formula": "C42H122ClN16O15P5",
  "method": "ωB97M-V/def2-TZVPD",
  "total_energy_ha": -5844.92481,
  "max_force_ev_per_a": 4.31,
  "species": ["Cl", "P", "P", "P", "P", "P", "O", "O", "O", "O", "O", "O", "O", "O", "O", "O", "O", "O", "O", "O", "O", "N", "N", "N", "N", "N", "N", "N", "N", "N", "N", "N", "N", "N", "N", "N", "N", "C", "C", "C", "C", "C", "C", "C", "C", "C", "C", "C", "C", "C", "C", "C", "C", "C", "C", "C", "C", "C", "C", "C", "C", "C", "C", "C", "C", "C", "C", "C", "C", "C", "C", "C", "C", "C", "C", "C", "C", "C", "C", "H", "H", "H", "H", "H", "H", "H", "H", "H", "H", "H", "H", "H", "H", "H", "H", "H", "H", "H", "H", "H", "H", "H", "H", "H", "H", "H", "H", "H", "H", "H", "H", "H", "H", "H", "H", "H", "H", "H", "H", "H", "H", "H", "H", "H", "H", "H", "H", "H", "H", "H", "H", "H", "H", "H", "H", "H", "H", "H", "H", "H", "H", "H", "H", "H", "H", "H", "H", "H", "H", "H", "H", "H", "H", "H", "H", "H", "H", "H", "H", "H", "H", "H", "H", "H", "H", "H", "H", "H", "H", "H", "H", "H", "H", "H", "H", "H", "H", "H", "H", "H", "H", "H", "H", "H", "H", "H", "H", "H", "H", "H", "H", "H", "H", "H", "H", "H", "H", "H", "H", "H", "H"],
  "coordinates": [[0.14140, -1.74042, -2.09623], [0.40165, -9.28127, -0.47107], [1.08700, 5.28784, -4.07007], [-3.36517, 1.81985, -3.52814], [-3.42818, 1.99175, 8.34842], [1.71324, 1.60344, 1.70416], [-4.85647, 2.09617, 8.07729], [6.24276, 2.38894, -4.13006], [-3.03862, 2.26021, 1.54823], [-2.84073, 1.92736, -2.12790], [0.89908, -2.78283, -2.74521], [-2.44435, -2.62873, 1.85456], [0.14248, 5.00655, -5.21125], [4.91159, -0.68847, -2.70706], [-3.81074, -0.53558, 0.68285], [0.65606, 2.04462, 0.76764], [5.30404, -3.56013, -2.56602], [0.23798, -0.56691, -2.88548], [-1.25966, -2.16404, -1.99836], [0.68297, -1.48134, -0.79377], [-0.37297, -9.24580, 0.80765], [1.95528, 2.77920, 2.83995], [-2.29262, 2.35211, -4.67431], [-4.83241, 2.61878, -3.66513], [-2.67480, 3.40348, 8.49783], [2.42238, 4.31636, -3.78961], [1.89066, 6.68025, -4.40487], [0.28817, 5.27454, -2.62846], [-2.60858, 1.19093, 7.13412], [-0.02458, -10.48208, -1.49818], [3.26546, 1.39189, 1.03934], [1.43609, 0.15952, 2.49672], [1.99271, -9.52178, -0.07664], [-3.13145, 1.27928, 9.78241], [0.25202, -7.94063, -1.42916], [-1.40505, 0.56835, -0.21511], [-3.84326, 0.23915, -4.00241], [5.91751, 1.44474, -3.10918], [2.47158, -9.17262, 1.25940], [-0.06147, -11.82106, -0.96785], [-0.85416, 1.90202, -4.64096], [4.47450, 2.15729, 1.35029], [1.51866, 4.17165, 2.56827], [-3.01069, 4.24959, 9.65104], [-1.13886, 5.27462, -2.57528], [2.86243, 2.45481, 3.93957], [-2.57792, 3.56546, 1.07758], [-4.61262, 0.44223, 1.31760], [-4.24233, 1.84848, 0.89622], [0.14610, -10.52560, -2.96402], [0.87410, -6.73981, -0.84134], [4.10816, -2.94249, -2.19233], [-0.00136, -0.27945, 2.65749], [-4.32493, -0.49256, -2.82153], [-2.50287, 3.46358, -5.68965], [-1.98907, 4.07952, 7.40918], [5.31172, -4.87953, -1.91662], [3.47348, 0.41167, -0.07128], [-3.33725, 0.67943, 5.96965], [2.57965, 7.36740, -3.31013], [2.48892, -0.79679, 2.62294], [-2.99965, -0.54615, -4.96287], [2.92111, -10.23093, -0.90804], [-1.11932, -7.57484, -1.90328], [-4.36668, -1.81358, 0.71919], [3.49361, 4.24092, -4.80596], [3.97869, -1.67672, -3.05258], [-1.24577, 0.80323, 7.30820], [-4.11702, 0.35157, 10.36994], [-3.25775, -2.78867, 0.73059], [7.65968, 2.46493, -4.37657], [-1.20364, -3.38663, 1.92063], [0.97979, 5.17724, -1.33281], [1.34744, 7.58304, -5.41582], [-4.89180, 3.96132, -3.05578], [5.05681, 0.33872, -3.69469], [-5.76915, 2.23644, -4.68419], [2.20898, 3.05204, -3.08426], [-1.92686, 1.34747, 10.60467], [4.22210, -2.04075, -4.04623], [-5.07130, 2.58584, 1.10366], [-1.07838, -0.31356, -0.42333], [0.79015, 8.42131, -4.97532], [3.36776, -0.32044, 2.46512], [-2.57462, 4.88664, 6.95917], [3.26518, 6.62774, -2.78619], [4.37556, 2.68157, 2.27115], [-4.14912, 1.74323, -0.24379], [-0.55655, 1.50098, -5.60789], [-0.22423, 2.77460, -4.44757], [-2.45573, 3.14598, -6.74964], [-2.09639, 1.77737, 11.62498], [3.36424, 1.48790, 3.80213], [-2.11103, -0.86815, -4.42368], [4.50872, -5.52220, -2.37828], [-3.36497, -0.40267, 5.87432], [4.34828, 3.76157, -4.31746], [4.11907, -2.66596, -1.13398], [-5.68177, 0.34166, 0.99627], [-4.66474, 4.70613, -3.83036], [5.39654, 1.53424, 1.36373], [-3.52168, 3.86695, -5.47959], [-1.49965, 0.36579, 10.77413], [2.12393, 8.02530, -5.90847], [-4.65575, 0.21275, 2.33779], [-5.10497, 0.55502, 9.82884], [-3.19976, 4.35734, 1.52330], [-2.05873, 0.63163, 0.53039], [0.61371, 6.07357, -0.77315], [3.02396, -1.19491, -3.00637], [-1.48908, -4.39962, 2.10838], [3.11361, 2.86810, -2.48349], [-2.67350, 0.09145, -5.85061], [-3.59707, 5.10857, 9.34800], [3.57093, 3.26443, 4.01180], [-5.18724, -1.11789, -3.04765], [-0.98466, -6.77473, -2.69352], [-5.34136, 1.30084, -5.13742], [-0.77400, -3.00292, 2.82065], [8.17704, 2.74483, -3.44389], [-0.81918, -10.62059, -3.53296], [5.25123, -4.79307, -0.76624], [-4.34374, 1.07853, 5.81286], [7.76980, 3.25770, -5.07804], [0.60466, 4.31104, -0.77830], [-3.63539, -1.41402, -5.26555], [-1.63231, -7.13180, -1.07990], [2.04418, 2.16702, -3.73307], [3.25153, 8.11508, -3.81204], [2.98052, -9.96853, 1.79414], [0.75449, -12.41611, -1.26600], [4.66788, 2.95231, 0.56293], [1.31971, 3.06071, -2.45960], [-1.68091, -8.45191, -2.12709], [3.81648, -9.47881, -1.07085], [2.46685, -1.63723, 1.91954], [1.93023, -6.92931, -0.60218], [-2.74601, 0.95564, 5.13295], [0.31629, -6.46124, 0.08179], [2.07669, 5.19426, -1.38759], [-1.09950, 1.92193, 10.20090], [-0.78993, 1.46443, 8.00501], [-1.70796, 3.34874, 6.66377], [-3.45377, -1.07085, -2.44224], [-1.52113, 4.53079, -1.88191], [3.27924, -3.54019, -2.45415], [1.47001, 4.28008, 1.48924], [-4.11119, 4.06296, -2.30901], [2.58098, -1.22540, 3.64156], [3.10751, -8.28424, 1.28139], [-0.65272, 1.13295, -3.85585], [-4.52729, 0.24251, -2.00339], [-1.54334, 3.75687, 1.22958], [-4.81942, -2.02679, -0.22470], [2.24634, 4.88109, 2.94675], [-0.63771, -3.39764, 0.99310], [7.96828, 1.52418, -4.76089], [3.19761, 3.61149, -5.58565], [-5.85934, 4.17863, -2.59847], [-1.71886, 5.21067, -3.53843], [0.85799, -11.31677, -3.29255], [-6.80747, 1.96548, -4.29584], [-3.65389, -3.82508, 0.72273], [5.43493, 1.99999, -2.32969], [-0.31309, -0.76162, 1.69399], [3.52081, 0.80715, -1.04886], [1.57448, -8.91740, 1.90497], [-0.09565, -11.70062, 0.11186], [3.42071, -11.08577, -0.47023], [4.07363, 0.63700, -4.02444], [-5.13674, -1.92117, 1.43247], [-3.88584, -0.66951, 10.16840], [-0.90905, -0.13504, 7.57837], [0.56926, -9.58889, -3.31294], [-2.16635, 4.48652, 10.24631], [5.60637, -0.03429, -4.57786], [2.28948, 2.33707, 4.85134], [-2.03074, 0.88005, -1.02377], [-1.79139, 4.30285, -5.60794], [-0.69682, 1.29297, 0.00826], [4.41048, -0.15714, 0.05933], [3.85509, 5.23005, -5.16967], [-0.65693, 0.59526, 2.77854], [0.82914, -5.86927, -1.53679], [0.69258, 7.04686, -6.18241], [-2.85661, 3.64076, -0.02910], [-1.07221, 4.55057, 7.83807], [-0.12039, -0.95250, 3.50814], [-2.86893, -2.66074, -0.30951], [-3.71877, 3.69314, 10.29511], [-0.64629, 0.93476, 6.36481], [2.64528, -0.37550, -0.08323], [-4.30452, 0.49666, 11.45599], [-0.95537, -12.33282, -1.26632], [6.25885, -5.35276, -2.17685], [6.86621, 1.03032, -2.65255], [-5.78763, 3.00469, -5.53515], [-1.47625, 6.21906, -2.10732], [1.95385, 7.89218, -2.57527], [0.53593, 4.37978, 2.96836], [2.47537, -10.44021, -1.93810]],
  "atomic_forces_ev_per_a": [[-0.3, -2.3, -1.3], [-0.6, -0.1, 1.6], [-0.3, -1.0, -1.7], [-0.4, -0.8, -1.3], [0.0, -0.7, -0.7], [2.0, 0.0, 0.1], [-1.3, -0.4, -0.4], [0.5, -0.1, 0.1], [0.6, 0.7, -0.7], [0.0, 0.0, -0.3], [-0.2, 0.0, 0.4], [1.1, 0.5, -0.4], [1.0, 0.1, 1.2], [1.2, 0.8, 0.3], [0.1, 1.3, 0.0], [-0.4, 0.0, -0.2], [0.3, -2.2, 1.2], [-0.2, 1.5, -0.5], [0.8, 0.6, 0.4], [-0.1, 0.1, 1.1], [0.2, 0.0, -1.0], [-0.1, -0.1, -0.3], [1.1, 0.8, -1.1], [1.0, 0.3, 1.1], [1.3, 1.8, 0.4], [-0.8, 0.0, -0.1], [-0.4, 1.1, 0.4], [1.4, -0.7, -0.5], [-1.4, -0.6, 0.2], [0.1, -1.0, -2.2], [-0.1, -0.6, -0.8], [-1.6, 0.7, -0.3], [0.1, -0.4, 0.9], [0.3, -1.0, 2.5], [0.0, 1.1, -0.6], [-1.9, 3.6, -1.3], [1.0, 1.4, 0.2], [1.0, -0.1, -0.1], [-1.7, 0.8, 1.0], [-1.1, 1.0, 1.5], [-0.6, 0.0, 0.9], [0.1, 0.7, -1.8], [0.6, -1.1, -0.2], [-1.7, -1.4, -0.4], [-1.8, 1.1, 0.3], [-1.0, 0.0, 0.0], [-2.9, -0.4, -1.7], [-1.7, 0.2, -1.6], [-0.2, 0.0, -0.7], [-0.2, 0.7, -0.4], [-0.1, 0.4, 0.1], [0.6, 2.6, -0.5], [0.8, 0.3, -1.5], [1.3, 0.3, 0.5], [-1.3, -0.2, 0.9], [0.7, 0.4, 0.9], [0.1, 0.7, -0.2], [-1.1, -1.7, 1.8], [0.4, -0.1, -0.1], [1.9, -0.4, -0.7], [-1.7, -2.4, 1.2], [-0.7, 0.7, 0.1], [1.7, 2.5, -2.1], [1.8, 0.9, 0.0], [0.4, -0.1, -0.7], [0.8, 1.0, 1.8], [0.7, -0.6, 0.0], [1.0, 2.2, -2.2], [-2.1, 1.4, -1.1], [0.0, -1.7, -0.6], [-1.6, 0.5, 1.3], [-2.3, 0.1, -0.3], [-1.4, 1.3, 0.3], [-2.7, -1.2, 0.3], [0.1, -0.2, -0.9], [0.8, -1.2, 0.5], [-0.4, -0.4, -1.7], [0.5, -0.6, -0.3], [0.2, 0.4, 0.6], [-0.3, 0.1, -0.6], [0.7, -0.8, 0.0], [1.2, -2.5, 0.0], [-0.3, -0.3, 0.1], [2.8, 1.4, -0.5], [-0.2, -0.1, 0.0], [-0.9, 0.9, -0.5], [0.1, 0.2, 0.5], [0.3, 0.7, 1.4], [-0.1, -0.1, -0.1], [-0.2, -0.1, 0.0], [-0.1, -0.4, 0.6], [-0.3, -0.2, -0.7], [0.0, 0.4, -0.2], [0.2, -0.4, -0.2], [0.5, 0.7, 0.8], [-0.2, -0.4, 0.6], [0.0, 0.1, -0.1], [-0.2, -0.2, 0.2], [0.6, -0.1, -0.1], [-0.3, 0.2, 0.1], [-0.8, 0.0, 0.1], [0.7, -0.3, -0.5], [-0.1, -0.5, 0.0], [2.3, 1.1, -1.5], [0.3, 0.2, 1.9], [1.3, -0.3, 0.9], [0.3, -0.2, 0.3], [-0.5, -0.7, 1.2], [0.6, -0.5, 0.1], [-1.1, -0.3, -0.1], [-0.1, -1.0, 0.2], [-0.4, -0.2, 0.1], [-0.7, -0.9, 1.2], [0.3, 0.5, -0.2], [0.5, 0.1, 0.5], [0.0, 0.0, 0.1], [-0.5, -1.3, 0.5], [-0.8, 0.9, 0.4], [1.0, 0.2, 0.1], [0.1, -0.3, -0.3], [0.7, -0.3, 0.7], [-0.2, -0.1, -1.8], [0.3, 0.1, 0.6], [0.3, 0.5, -0.7], [0.3, -0.2, -0.1], [0.8, 0.6, 0.0], [-0.6, 0.6, 0.7], [0.3, 0.5, -0.1], [-0.5, -0.5, 0.7], [0.2, -0.4, -0.3], [1.4, -0.6, -0.4], [-0.2, -0.8, 0.6], [0.2, 0.2, 0.2], [-0.3, -0.5, -0.9], [-1.3, -1.4, -0.2], [-0.4, 0.0, -0.1], [-0.4, 0.0, 0.0], [0.5, 0.5, -1.2], [0.5, 0.0, -0.4], [-0.6, -0.1, -0.2], [-0.2, 0.3, -0.5], [0.4, 0.7, 0.7], [0.1, 0.0, -0.2], [-0.7, -0.2, 0.0], [0.1, -0.6, -0.1], [-1.2, -0.8, 0.0], [-0.1, 0.2, -0.1], [0.0, -0.2, 0.2], [-0.5, 0.2, -0.3], [0.2, 0.0, -0.3], [-0.4, 0.7, -0.7], [-0.3, -0.7, -0.7], [0.8, -0.4, 0.3], [-0.9, 0.1, -1.0], [0.1, 0.1, 0.2], [0.3, 0.7, 0.0], [0.8, -0.8, -0.4], [-0.5, -0.8, -1.6], [0.0, -0.2, -0.1], [1.3, -0.2, 0.8], [-0.6, 0.2, 0.4], [1.2, 0.7, -0.4], [-0.2, 0.3, 0.0], [-0.6, 0.2, 0.6], [0.2, 0.0, 1.1], [-0.1, 1.0, -1.0], [1.0, -0.3, -0.9], [0.1, -0.5, 0.2], [-0.5, -0.5, 0.3], [-0.4, 0.6, -0.1], [-0.6, -0.1, 1.4], [0.5, -0.9, 0.0], [-0.5, -2.7, 1.0], [0.1, 0.2, 0.0], [1.0, 0.5, 0.4], [-0.2, -0.1, 0.1], [0.0, 0.2, 0.5], [1.0, 0.1, 0.3], [0.0, -0.7, 0.4], [0.5, -0.5, -0.3], [-0.2, 0.3, 0.2], [-0.7, -0.7, 0.3], [0.3, -0.2, 0.2], [0.0, -0.7, 0.3], [0.9, 0.6, 1.3], [0.8, -0.2, 1.1], [-0.4, -0.3, -0.5], [0.2, 0.1, -0.1], [1.2, 0.0, 1.0], [0.5, 0.1, -0.2], [-0.7, 0.3, 0.3], [0.9, 1.2, 0.0], [0.5, 0.1, -0.6], [-0.7, -0.3, -0.2], [0.0, 0.1, 0.1], [-1.0, 0.1, -0.5], [-0.4, -0.8, 1.2], [0.0, 0.0, -0.2], [-0.2, -0.2, -0.2], [-0.2, 0.1, 0.3], [0.7, 0.1, 1.5]],
  "lowdin_charge": [0.63, 0.47, 0.53, 0.57, 0.42, 0.55, -0.27, -0.23, -0.21, -0.33, -0.34, -0.17, -0.32, -0.16, -0.15, -0.29, -0.18, -0.35, -0.37, -0.37, -0.31, -0.29, -0.26, -0.31, -0.30, -0.29, -0.32, -0.30, -0.29, -0.30, -0.29, -0.26, -0.31, -0.30, -0.31, 0.30, -0.32, -0.20, -0.12, -0.12, -0.08, -0.11, -0.07, -0.09, -0.11, -0.11, -0.06, -0.18, -0.20, -0.12, -0.11, -0.23, -0.05, -0.11, -0.07, -0.09, -0.09, -0.09, -0.09, -0.12, -0.14, -0.08, -0.12, -0.08, -0.21, -0.07, -0.18, -0.13, -0.10, -0.23, -0.08, -0.05, -0.11, -0.11, -0.09, -0.17, -0.14, -0.11, -0.13, 0.13, 0.14, 0.02, 0.08, 0.02, 0.08, 0.09, 0.03, 0.12, 0.09, 0.04, 0.08, 0.09, 0.08, 0.06, 0.09, 0.08, 0.06, 0.13, 0.14, 0.07, 0.09, 0.06, 0.08, 0.04, 0.11, 0.09, 0.09, 0.06, 0.09, 0.10, 0.07, 0.08, 0.09, 0.08, 0.07, 0.08, 0.11, 0.08, 0.07, 0.09, 0.09, 0.11, 0.08, 0.08, 0.06, 0.09, 0.06, 0.09, 0.09, 0.08, 0.06, 0.10, 0.06, 0.06, 0.11, 0.09, 0.07, 0.05, 0.09, 0.08, 0.07, 0.05, 0.06, 0.07, 0.06, 0.09, 0.05, 0.05, 0.10, 0.07, 0.06, 0.07, 0.05, 0.11, 0.08, 0.09, 0.08, 0.06, 0.08, 0.09, 0.08, 0.10, 0.14, 0.10, 0.07, 0.04, 0.09, 0.08, 0.07, 0.11, 0.12, 0.06, 0.05, 0.06, 0.07, 0.14, 0.08, 0.09, 0.04, 0.07, 0.09, 0.09, 0.08, 0.09, 0.10, 0.08, 0.09, 0.08, 0.12, 0.09, 0.10, 0.08, 0.09, 0.08, 0.07, 0.14, 0.09, 0.09, 0.08, 0.07, 0.08]
}